The following is a DFT calculation (ωB97M-V with the def2-TZVPD basis set) of a molecular structure, C32H40AlF5N2PS at a distorted geometry.

Structure (XYZ):
```
82
Properties=species:S:1:pos:R:3
Al -1.08415 1.17566 0.28002
C -3.56546 -2.11390 1.27943
C -3.46095 -2.82843 -0.03804
C -3.97420 -4.11411 -0.17829
C -3.91399 -4.78711 -1.38856
C -3.33894 -4.17987 -2.49594
C -2.81415 -2.90382 -2.37842
C -2.87063 -2.22782 -1.15913
P -2.19154 -0.54336 -1.10777
C -0.89727 -0.59162 -2.40911
C 0.14195 -1.46854 -2.06285
C 1.26607 -1.60802 -2.84947
C 1.38716 -0.82165 -3.99030
C 0.36177 0.03634 -4.34854
C -0.81448 0.15112 -3.59898
C -1.93022 1.00534 -4.16229
C -3.55401 0.57728 -1.52455
C -4.77152 0.08535 -2.00763
C -5.80868 0.95308 -2.29637
C -5.63214 2.31817 -2.09474
C -4.43397 2.80100 -1.59439
C -3.37156 1.94749 -1.29588
C -2.06175 2.50163 -0.77151
H -3.99880 -2.75749 2.04352
H -4.19637 -1.22767 1.19165
H -2.58706 -1.78753 1.63044
H -4.43434 -4.59199 0.68042
H -4.31852 -5.78967 -1.46814
H -3.29560 -4.69651 -3.44675
H -2.35811 -2.43130 -3.24051
H 0.04541 -2.06755 -1.16053
H 2.04422 -2.31444 -2.58176
H 2.27148 -0.89353 -4.61388
H 0.45687 0.62539 -5.25545
H -1.74847 1.18848 -5.22013
H -2.00678 1.97649 -3.66867
H -2.89559 0.51622 -4.06794
H -4.90344 -0.97870 -2.15832
H -6.74897 0.56866 -2.67165
H -6.43404 3.00866 -2.32803
H -4.30985 3.86682 -1.42897
H -2.24389 3.44207 -0.26175
H -1.40439 2.74247 -1.61430
C 4.94169 -1.61082 2.85520
C 4.07124 -2.66783 2.16433
C 3.20580 -2.13987 1.01558
C 2.01287 -1.28551 1.43717
N 2.40071 0.08981 1.78474
C 2.05049 1.20630 1.16945
S 1.14971 1.21122 -0.33949
N 2.46037 2.37474 1.62873
C 3.09253 2.67967 2.91988
C 4.49386 3.26959 2.79525
C 5.57980 2.30438 2.30432
C 5.55277 1.96141 0.81116
H 5.69271 -2.08178 3.49010
H 4.36141 -0.95285 3.51561
H 5.46714 -0.99151 2.12070
H 3.42614 -3.15064 2.90470
H 4.72178 -3.44589 1.76289
H 2.81079 -2.99138 0.45529
H 3.81852 -1.55610 0.31884
H 1.51066 -1.72302 2.30280
H 1.29807 -1.22027 0.62561
H 3.04368 0.17341 2.55299
H 2.18304 3.16201 1.06697
H 3.12418 1.78358 3.53694
H 2.43056 3.37981 3.42914
H 4.76588 3.62880 3.79038
H 4.45452 4.14901 2.14265
H 5.53395 1.38409 2.89893
H 6.54528 2.76006 2.53087
H 4.71942 1.30765 0.53916
H 6.47375 1.45137 0.51876
H 5.47560 2.87098 0.20605
F -0.32864 0.45748 3.13194
C -1.02947 1.28073 2.32977
F -0.34168 2.52798 2.37565
C -2.37324 1.59591 3.03920
F -3.26455 0.63271 2.74208
F -2.26035 1.65294 4.36056
F -2.87207 2.75869 2.59914
```

- Molecular weight: 637.70 g/mol
- Frontier orbital gap: 9.3 eV
- Total charge: +1
- E: -2834.11204 Eh
- ΔE to the lowest compared entry with this formula, charge and spin: 0.00 kcal/mol
- Highest occupied orbital energy: -11.39 eV

=====

The following is a DFT calculation (ωB97M-V with the def2-TZVPD basis set) of a molecular structure, C32H40AuBN3O3STe at a distorted geometry.

Structure (XYZ):
```
82
Properties=species:S:1:pos:R:3
Au 0.13486 0.53097 -0.22873
S 4.67611 -0.30359 1.24510
C 4.88886 -0.42579 -0.47190
C 6.03950 -0.72453 -1.19893
C 5.93646 -0.77171 -2.57412
C 4.71541 -0.52803 -3.21905
C 3.58063 -0.22345 -2.49868
C 3.67251 -0.16662 -1.10841
N 2.63624 0.14303 -0.24309
C 3.00493 0.08081 0.99018
C 2.04292 0.31113 2.09303
C 2.44592 0.19390 3.41890
C 1.53538 0.41585 4.43981
C 0.22823 0.76060 4.12907
C -0.17876 0.85313 2.80391
C 0.71889 0.64338 1.76337
H 6.98366 -0.90956 -0.70522
H 6.81289 -1.00312 -3.16408
H 4.66675 -0.58256 -4.29823
H 2.63082 -0.03891 -2.98398
H 3.46654 -0.07756 3.66212
H 1.84291 0.31604 5.47197
H -0.48317 0.94445 4.92404
H -1.21125 1.10003 2.58834
C -3.44641 0.37914 -0.62179
Te -1.85524 0.83021 -1.95702
C -2.20426 -1.13501 -2.72278
C -3.61109 -1.47964 -2.30230
C -4.30116 -2.53763 -2.88601
C -5.58761 -2.84433 -2.47462
C -6.19747 -2.08903 -1.48054
C -5.51537 -1.03506 -0.89564
C -4.21678 -0.73271 -1.29411
H -4.05139 1.27165 -0.47482
H -3.01594 0.07427 0.33177
H -1.47871 -1.81430 -2.27382
H -2.05852 -1.13969 -3.80048
H -3.83122 -3.11613 -3.67228
H -6.12170 -3.66199 -2.93969
H -7.20690 -2.31806 -1.16651
H -5.99458 -0.43929 -0.12838
C -0.45421 6.19647 0.42159
N -0.60470 5.01878 -0.42327
C -1.97349 4.64286 -0.73134
C 0.34413 4.04290 -0.49521
O -0.01975 2.85904 -0.67908
N 1.64113 4.43000 -0.40685
C 2.66503 3.44269 -0.13966
C 2.11205 5.69655 -0.94828
H -1.21823 6.17732 1.20180
H -0.56902 7.11764 -0.15163
H 0.51643 6.19698 0.90679
H -2.55804 5.55209 -0.85962
H -2.42145 4.04559 0.06944
H -2.00984 4.07463 -1.65789
H 2.22299 2.58515 0.34948
H 3.41387 3.87465 0.52610
H 3.15980 3.11210 -1.05806
H 1.32037 6.18978 -1.50513
H 2.93737 5.49545 -1.63381
H 2.47473 6.37048 -0.16964
C -0.12101 -4.53800 -0.53371
C 0.14697 -3.56371 0.59692
C 1.27707 -4.06834 1.47278
O 0.63632 -2.32242 -0.03039
B -0.24881 -1.35729 0.27892
O -1.34053 -1.70712 0.99066
C -1.15063 -3.10812 1.39369
C -2.41645 -3.85183 1.01629
C -0.97394 -3.08411 2.90136
H 0.80641 -4.70574 -1.08037
H -0.86091 -4.15192 -1.23461
H -0.47291 -5.49638 -0.15165
H 2.13457 -4.30261 0.84258
H 0.98538 -4.97594 2.00244
H 1.58552 -3.31976 2.20007
H -2.64771 -3.74844 -0.04297
H -3.25120 -3.44145 1.58444
H -2.33207 -4.91261 1.25528
H -0.15600 -2.42633 3.19587
H -0.78318 -4.08300 3.29330
H -1.88899 -2.70632 3.35702
```

- Molecular weight: 882.14 g/mol
- Frontier orbital gap: 8.1 eV
- Total charge: +1
- E: -2460.04604 Eh
- ΔE to the lowest compared entry with this formula, charge and spin: 0.00 kcal/mol
- Highest occupied orbital energy: -10.75 eV

=====

The following is a DFT calculation (ωB97M-V with the def2-TZVPD basis set) of 8 unconnected molecules or ions with the total composition C32H40F24O16 at a distorted geometry.

Structure (XYZ):
```
112
Properties=species:S:1:pos:R:3
C -10.30586 -0.59627 -1.44530
C -9.81138 0.81057 -1.82203
O -8.46835 1.00629 -1.41919
C -7.46379 0.54159 -2.12217
O -7.55359 -0.11224 -3.12261
C -6.08437 0.89516 -1.53577
F -5.20077 -0.01673 -1.85911
F -5.69597 2.04758 -2.08124
F -6.11336 1.02411 -0.21825
H -10.14225 -1.23700 -2.32484
H -11.38641 -0.68034 -1.35804
H -9.67722 -1.07903 -0.70140
H -10.43636 1.52571 -1.29492
H -9.88301 0.94178 -2.90129
C 0.30101 4.13598 0.49117
C -0.89200 3.55528 1.25928
O -1.25690 4.53341 2.23268
C -2.09399 4.17486 3.19509
O -2.44784 3.04846 3.40009
C -2.61690 5.40579 3.97768
F -3.84538 5.16756 4.40991
F -1.79085 5.66115 4.99775
F -2.67557 6.49599 3.20507
H 1.05162 4.46674 1.20795
H -0.05210 4.97437 -0.10758
H 0.77807 3.39606 -0.14649
H -0.49975 2.69990 1.81606
H -1.69656 3.21605 0.61338
C 2.52641 1.17635 -0.53670
C 1.72204 0.99155 -1.79578
O 0.38845 0.54828 -1.45201
C -0.60430 1.35251 -1.73617
O -0.52715 2.42472 -2.22601
C -1.97599 0.69059 -1.42501
F -1.88061 -0.60949 -1.22495
F -2.55535 1.27186 -0.35908
F -2.77987 0.96092 -2.46190
H 2.50147 0.30175 0.10944
H 2.09998 1.95679 0.09599
H 3.52606 1.46872 -0.85613
H 2.12189 0.23032 -2.45742
H 1.68125 1.90741 -2.38690
C 5.78709 1.15098 5.66071
C 5.31454 2.58627 5.47395
O 4.51313 2.78486 4.32741
C 3.24149 2.40200 4.42927
O 2.75374 1.92709 5.39124
C 2.47909 2.65042 3.10573
F 3.20342 3.28211 2.21739
F 2.11259 1.46909 2.61567
F 1.37620 3.32279 3.38250
H 6.44847 1.11710 6.52817
H 6.30259 0.76036 4.78735
H 4.92855 0.53593 5.93694
H 6.19556 3.22095 5.38080
H 4.83806 2.87487 6.41375
C -4.85611 -2.09250 1.97323
C -4.62347 -0.92977 2.94841
O -3.30989 -0.39462 2.75468
C -2.30810 -0.96564 3.38353
O -2.40118 -1.66542 4.33807
C -0.92701 -0.48708 2.92477
F -0.34685 0.21707 3.89570
F -0.15215 -1.55031 2.66564
F -0.99373 0.27072 1.82581
H -4.07858 -2.81367 2.23405
H -4.59220 -1.70550 0.98720
H -5.85463 -2.50932 2.00707
H -4.76473 -1.26956 3.97272
H -5.25291 -0.06946 2.73598
C 1.42739 -2.80957 -0.39373
C 2.77084 -3.28094 0.09513
O 3.61480 -2.21685 0.52112
C 4.86369 -2.47743 0.79800
O 5.38836 -3.53955 0.69636
C 5.63181 -1.21965 1.26953
F 4.85868 -0.18012 1.49400
F 6.26724 -1.57705 2.40870
F 6.58282 -0.88372 0.40506
H 0.99618 -2.03171 0.24362
H 0.69768 -3.60824 -0.42979
H 1.48982 -2.32656 -1.36926
H 3.22576 -3.84335 -0.72712
H 2.72514 -4.01752 0.90024
C -1.40007 -4.61430 -5.98862
C -1.20623 -3.74766 -4.77551
O -1.94416 -4.29059 -3.67838
C -1.62610 -3.80475 -2.49472
O -0.97008 -2.81921 -2.32027
C -2.32143 -4.48350 -1.30671
F -3.32817 -3.68878 -0.91285
F -2.83606 -5.67740 -1.62430
F -1.47121 -4.64787 -0.29863
H -1.15720 -4.11967 -6.92828
H -2.40597 -5.03549 -6.01734
H -0.75470 -5.49812 -6.02698
H -1.46095 -2.70201 -4.95865
H -0.15165 -3.66559 -4.49756
C 7.77847 0.87061 -2.45819
C 7.55718 -0.55527 -2.92333
O 6.45949 -0.74221 -3.79314
C 5.23504 -0.64985 -3.32110
O 4.93329 -0.53986 -2.17701
C 4.18908 -0.54175 -4.45336
F 3.35377 -1.57137 -4.39476
F 3.47644 0.56513 -4.29383
F 4.78295 -0.49111 -5.63084
H 8.74257 0.98905 -1.97108
H 6.95209 1.28617 -1.88186
H 7.81225 1.55422 -3.31692
H 7.41517 -1.22070 -2.06230
H 8.48859 -0.94067 -3.33636
```

- Molecular weight: 1136.61 g/mol
- Frontier orbital gap: 11.4 eV
- Total charge: 0
- SMILES: CCOC(=O)C(F)(F)F.CCOC(=O)C(F)(F)F.CCOC(=O)C(F)(F)F.CCOC(=O)C(F)(F)F.CCOC(=O)C(F)(F)F.CCOC(=O)C(F)(F)F.CCOC(=O)C(F)(F)F.CCOC(=O)C(F)(F)F
- E: -4844.09072 Eh
- ΔE to the lowest compared entry with this formula, charge and spin: 22.92 kcal/mol
- Highest occupied orbital energy: -10.93 eV

=====

total charge of number 2 (C32H40AuBN3O3STe)?
+1

=====

Among the records above, which one has the lowest frontier orbital gap?
C32H40AuBN3O3STe

=====

The lowest E belongs to which entry?
C32H40F24O16